{"formula": "C14H17CoIN2O2", "method": "wB97M-V/def2-TZVPD", "spin_multiplicity": 4, "e_above_lowest_kj_mol": 0.0, "total_charge": 0, "gap_ev": [6.0, 6.5], "s_squared": 3.77, "homo_ev": [-6.869, -7.560], "elements": ["C", "C", "H", "H", "H", "H", "H", "H", "C", "C", "C", "C", "H", "H", "H", "H", "N", "C", "C", "N", "C", "C", "C", "H", "H", "C", "H", "H", "Co", "I", "C", "O", "C", "O", "H", "H", "H"], "positions_angstrom": [[-0.374, 1.962, 2.946], [-1.156, 2.717, 1.971], [-1.104, 1.222, 3.216], [0.043, 2.586, 3.746], [0.385, 1.458, 2.352], [-1.357, 1.980, 1.156], [-2.079, 3.045, 2.446], [-0.521, 3.560, 1.632], [0.887, -2.044, 1.544], [1.164, -3.391, 1.543], [0.931, -4.147, 0.396], [0.390, -3.553, -0.744], [0.959, -1.366, 2.397], [1.550, -3.831, 2.446], [1.161, -5.202, 0.381], [0.132, -4.091, -1.644], [0.456, -1.506, 0.385], [0.154, -2.211, -0.755], [-0.477, -1.379, -1.803], [-0.656, -0.079, -1.452], [-1.265, 0.869, -2.195], [-1.526, -0.828, -3.874], [-1.695, 0.504, -3.442], [-1.361, 1.855, -1.730], [-2.167, 1.240, -4.065], [-0.953, -1.768, -3.032], [-0.843, -2.826, -3.279], [-1.845, -1.117, -4.858], [-0.373, 0.056, 0.264], [-2.670, -0.557, 1.359], [2.150, 3.110, 0.792], [2.086, 1.654, 0.869], [1.498, 0.950, -0.118], [1.955, 0.723, -1.235], [3.189, 3.396, 0.929], [1.544, 3.517, 1.612], [1.788, 3.494, -0.155]], "lowdin_spin": [0.012, 0.020, 0.001, 0.001, 0.009, 0.014, 0.001, 0.000, 0.015, 0.003, -0.002, 0.002, 0.004, 0.001, 0.000, 0.001, 0.079, 0.011, 0.019, 0.078, 0.024, 0.008, 0.001, 0.006, 0.000, 0.000, 0.000, 0.000, 2.496, 0.061, 0.006, 0.037, 0.082, 0.006, 0.001, 0.000, 0.002]}